Below is a molecular structure, C39H51Br3F7N7O3SSi2, with properties calculated with wB97M-V/def2-TZVPD.

Structure (ORCA input):
```
! wB97M-V def2-TZVPD RIJCOSX def2/J DEFGRID3
* xyz 0 1
C 3.277 -1.634 -0.793
C 3.931 -0.349 -1.291
C 2.857 0.691 -1.646
C 3.486 1.848 -2.484
C 3.644 3.151 -1.611
Si 2.431 2.277 -3.950
O 2.941 3.542 -4.897
Si 4.401 3.396 -5.697
Br 6.176 3.499 -4.310
C 4.470 2.011 -6.947
Br 3.966 2.568 -8.727
C 4.783 0.750 -6.757
C 5.190 0.219 -5.420
Br 4.751 -0.540 -8.161
S 0.395 2.702 -3.196
O 0.149 4.080 -3.482
O 0.293 2.461 -1.792
C -0.938 1.774 -4.109
F -0.860 2.014 -5.384
F -2.074 2.293 -3.682
C -0.988 0.245 -3.860
F -0.436 -0.105 -2.716
F -0.327 -0.364 -4.835
C -2.423 -0.336 -3.872
F -3.109 0.082 -4.890
F -2.343 -1.637 -3.974
F -3.022 -0.083 -2.753
H 2.608 -2.058 -1.536
H 2.761 -1.389 0.131
H 4.003 -2.404 -0.545
H 4.632 -0.519 -2.108
H 4.524 0.047 -0.466
H 2.108 0.151 -2.228
H 2.455 1.093 -0.726
H 4.484 1.513 -2.738
H 4.644 3.162 -1.188
H 2.865 3.201 -0.864
H 3.597 4.010 -2.276
H 2.295 1.098 -4.835
H 4.508 4.637 -6.471
H 5.669 -0.741 -5.596
H 5.927 0.825 -4.909
H 4.345 -0.021 -4.784
N 1.059 -1.543 3.693
C 1.754 -2.682 4.007
C 1.002 -3.755 3.615
C -0.194 -3.245 3.038
C -0.129 -1.881 3.098
H 1.373 -0.605 3.869
H 2.719 -2.627 4.480
H 1.277 -4.791 3.728
H -1.009 -3.815 2.623
H -0.820 -1.122 2.771
N -4.346 1.861 -0.741
C -5.580 1.268 -0.697
C -6.072 1.415 0.573
C -5.100 2.128 1.323
C -4.050 2.390 0.485
H -3.751 1.900 -1.549
H -5.998 0.794 -1.569
H -7.023 1.051 0.925
H -5.165 2.415 2.359
H -3.119 2.906 0.653
N 8.559 0.288 -1.559
C 9.173 -0.892 -1.237
C 9.272 -0.956 0.126
C 8.690 0.231 0.649
C 8.258 0.976 -0.414
H 8.359 0.601 -2.491
H 9.486 -1.581 -2.004
H 9.711 -1.763 0.688
H 8.600 0.504 1.687
H 7.766 1.933 -0.457
N 0.536 -0.428 6.758
C 1.745 -0.088 7.301
C 1.581 0.025 8.656
C 0.220 -0.263 8.941
C -0.397 -0.541 7.751
H 0.361 -0.574 5.780
H 2.615 0.045 6.680
H 2.350 0.284 9.364
H -0.252 -0.267 9.910
H -1.415 -0.807 7.525
N -8.795 -2.384 2.922
C -7.688 -2.216 3.708
C -6.610 -2.037 2.884
C -7.085 -2.094 1.546
C -8.436 -2.307 1.603
H -9.726 -2.540 3.260
H -7.763 -2.239 4.782
H -5.593 -1.880 3.202
H -6.501 -1.990 0.647
H -9.171 -2.411 0.822
N -6.710 5.659 -1.932
C -6.485 6.990 -2.159
C -5.141 7.217 -2.024
C -4.532 5.972 -1.707
C -5.526 5.031 -1.660
H -7.607 5.210 -1.960
H -7.296 7.657 -2.395
H -4.649 8.168 -2.140
H -3.484 5.790 -1.534
H -5.494 3.974 -1.457
N -1.624 -6.489 3.763
C -0.930 -7.625 4.076
C -1.682 -8.700 3.685
C -2.877 -8.191 3.107
C -2.809 -6.825 3.168
H -1.311 -5.551 3.943
H 0.035 -7.571 4.550
H -1.408 -9.735 3.798
H -3.691 -8.763 2.694
H -3.500 -6.066 2.843
*
```

Calculated values
**HOMO level**: -7.98 eV

Results of the Mulliken charge analysis, in e, for atoms 1 through 8:
1. C -1.391
2. C -0.475
3. C -0.544
4. C 1.207
5. C -1.652
6. Si -0.368
7. O -0.178
8. Si 0.369

Below is a molecular structure, C39H51ClIrN5O4P, with properties calculated with wB97M-V/def2-TZVPD.

Structure (ORCA input):
```
! wB97M-V def2-TZVPD RIJCOSX def2/J DEFGRID3
* xyz 4 2
Ir 0.015 -0.853 2.450
C 3.338 -1.399 1.474
O 2.427 -0.660 2.309
C 2.964 0.573 2.805
C 2.374 0.801 4.166
O 0.944 0.668 4.096
C 0.122 1.835 4.276
C -0.589 2.153 2.996
O -1.312 0.975 2.581
C -2.260 1.281 1.534
H 4.150 -1.798 2.080
H 3.740 -0.756 0.690
H 2.783 -2.217 1.022
H 2.707 1.378 2.106
H 4.051 0.510 2.883
H 2.660 1.771 4.573
H 2.730 0.025 4.845
H 0.718 2.690 4.599
H -0.596 1.600 5.063
H 0.112 2.434 2.203
H -1.294 2.973 3.147
H -2.953 2.037 1.899
H -2.795 0.367 1.307
H -1.744 1.640 0.640
N -2.545 -2.259 3.217
P -1.565 -2.438 1.863
C -0.696 -4.007 1.982
C 0.670 -4.043 2.279
C 1.320 -5.251 2.460
C 0.601 -6.435 2.349
C -0.757 -6.411 2.055
C -1.410 -5.204 1.870
C -2.736 -2.518 0.529
C -2.462 -3.326 -0.583
C -3.415 -3.474 -1.576
C -4.634 -2.816 -1.475
C -4.907 -1.999 -0.382
C -3.963 -1.841 0.616
C -1.907 -2.084 4.431
C -2.501 -2.415 5.642
C -1.751 -2.320 6.792
C -0.416 -1.917 6.709
C 0.092 -1.567 5.489
N -0.647 -1.612 4.349
H -3.494 -2.611 3.213
H 1.238 -3.119 2.375
H 2.377 -5.279 2.687
H 1.101 -7.383 2.500
H -1.309 -7.338 1.971
H -2.470 -5.200 1.646
H -1.526 -3.863 -0.662
H -3.214 -4.119 -2.420
H -5.383 -2.949 -2.245
H -5.863 -1.499 -0.305
H -4.201 -1.227 1.475
H -3.524 -2.767 5.662
H -2.188 -2.586 7.746
H 0.214 -1.874 7.585
H 1.115 -1.254 5.387
C 0.183 1.327 -5.633
C -0.816 1.491 -4.473
C -1.938 2.429 -4.934
C -1.423 0.098 -4.215
C -0.178 2.007 -3.126
O -1.102 1.792 -2.053
C 0.104 3.537 -3.085
C 1.002 4.200 -4.152
C 2.479 4.320 -4.029
C 3.273 4.144 -5.198
C 4.607 4.414 -5.196
C 5.211 4.897 -4.002
Cl 6.821 5.297 -3.996
C 4.436 5.065 -2.814
C 3.108 4.773 -2.835
C 1.072 1.149 -2.750
N 0.873 0.356 -1.523
C 0.683 0.675 -0.255
N 0.382 -0.434 0.436
C 0.450 -1.426 -0.506
N 0.736 -0.978 -1.689
H -0.319 0.792 -6.438
H 1.069 0.746 -5.377
H 0.498 2.270 -6.073
H -2.483 1.957 -5.752
H -1.561 3.378 -5.319
H -2.676 2.641 -4.155
H -1.862 -0.273 -5.140
H -2.209 0.125 -3.462
H -0.675 -0.631 -3.896
H -1.960 2.141 -2.324
H 0.440 3.770 -2.069
H -0.866 4.016 -3.198
H 0.675 5.252 -4.199
H 0.770 3.802 -5.132
H 2.797 3.814 -6.112
H 5.212 4.291 -6.085
H 4.917 5.466 -1.932
H 2.503 4.957 -1.956
H 1.976 1.753 -2.676
H 1.243 0.368 -3.482
H 0.694 1.681 0.128
H 0.312 -2.474 -0.299
*
```

Calculated values
**HOMO level (alpha / beta)**: -16.78 / -16.94 eV
**⟨S²⟩**: 1.103
**Relative energy (zero: lowest compared OMol25 entry of this formula, charge and spin)**: 105.9 kcal per mole

Results of the Mulliken charge analysis, in e, for atoms 1 through 8:
1. Ir 3.375
2. C -1.053
3. O -0.371
4. C -0.567
5. C -0.756
6. O -0.274
7. C -0.677
8. C -0.412

Below is 3 unconnected molecules or ions with the total composition C39H51F14O5P, with properties calculated with wB97M-V/def2-TZVPD.

Structure (ORCA input):
```
! wB97M-V def2-TZVPD RIJCOSX def2/J DEFGRID3
* xyz 0 1
C -1.270 3.748 3.866
C -1.826 2.843 2.753
P -0.652 2.916 1.343
C -0.673 4.648 0.715
C 0.711 5.317 0.831
C -1.397 1.910 -0.080
C -2.637 2.617 -0.661
C -3.852 2.658 0.291
C -5.137 2.072 -0.312
C -5.294 0.565 -0.119
C -5.426 0.147 1.351
C -4.584 -1.088 1.713
C -5.151 -1.862 2.902
O -4.161 -2.416 3.751
C -3.337 -3.347 3.095
O -1.831 0.595 0.356
C -1.731 -0.280 -0.664
O -2.182 -1.384 -0.607
C -0.920 0.321 -1.831
C -1.817 0.722 -3.028
O -3.136 0.175 -2.899
C -3.629 -0.437 -3.985
F -4.879 -0.759 -3.755
F -3.578 0.346 -5.078
F -2.948 -1.548 -4.302
C 0.001 -0.770 -2.412
C 1.038 -0.255 -3.417
F 0.629 -1.519 -1.424
C -0.299 1.546 -1.126
C 1.076 1.282 -0.483
C 1.090 0.350 0.716
O 2.469 0.096 1.011
C 2.715 -1.062 1.749
C 2.973 -0.794 3.223
F 3.243 -1.984 3.825
F 4.083 -0.006 3.370
C 1.833 -0.092 3.998
F 1.796 1.214 3.637
F 0.659 -0.671 3.655
C 1.940 -0.120 5.544
F 1.907 -1.382 5.999
F 0.827 0.516 5.989
C 3.191 0.627 6.088
F 2.863 1.290 7.223
F 4.139 -0.288 6.388
H -1.673 4.753 3.752
H -0.184 3.836 3.797
H -1.540 3.371 4.848
H -1.839 1.799 3.067
H -2.844 3.148 2.526
H -0.972 4.655 -0.333
H -1.420 5.252 1.230
H 0.979 5.797 -0.111
H 1.489 4.589 1.052
H 0.721 6.087 1.598
H -2.393 3.647 -0.911
H -2.982 2.166 -1.584
H -4.056 3.694 0.563
H -3.645 2.117 1.209
H -5.207 2.334 -1.370
H -5.986 2.553 0.182
H -6.206 0.264 -0.639
H -4.482 0.028 -0.609
H -5.169 0.971 2.019
H -6.470 -0.092 1.567
H -4.569 -1.736 0.837
H -3.563 -0.775 1.925
H -5.782 -1.233 3.528
H -5.767 -2.689 2.525
H -2.546 -2.869 2.510
H -3.911 -3.995 2.424
H -2.865 -3.971 3.852
H -1.911 1.800 -3.076
H -1.371 0.383 -3.960
H -0.653 -1.465 -2.943
H 1.156 0.826 -3.379
H 0.793 -0.561 -4.429
H 2.000 -0.682 -3.140
H -0.175 2.413 -1.783
H 1.762 0.850 -1.208
H 1.525 2.226 -0.172
H 0.582 -0.590 0.517
H 0.612 0.807 1.579
H 3.637 -1.517 1.381
H 1.925 -1.810 1.664
H 3.582 1.345 5.370
F 4.193 0.284 -4.749
C 4.735 0.094 -3.526
C 5.622 -0.946 -3.341
C 6.167 -1.139 -2.079
C 5.815 -0.302 -1.028
C 4.911 0.729 -1.239
C 4.367 0.938 -2.498
H 5.872 -1.594 -4.170
H 6.863 -1.951 -1.918
H 6.234 -0.462 -0.043
H 4.612 1.369 -0.420
H 3.663 1.738 -2.685
F 5.639 -4.990 -5.238
C 4.461 -5.121 -4.593
C 4.358 -6.047 -3.574
C 3.145 -6.169 -2.910
C 2.064 -5.377 -3.271
C 2.195 -4.456 -4.301
C 3.402 -4.322 -4.971
H 5.212 -6.655 -3.311
H 3.047 -6.886 -2.106
H 1.122 -5.476 -2.749
H 1.354 -3.837 -4.585
H 3.528 -3.604 -5.771
*
```

Calculated values
**HOMO level**: -8.45 eV

Results of the Mulliken charge analysis, in e, for atoms 1 through 8:
1. C -1.370
2. C -0.506
3. P 1.028
4. C -0.722
5. C -1.305
6. C -0.513
7. C -0.631
8. C 0.380

Below is a molecular structure, C39H51GeP2Se2Si3W, with properties calculated with wB97M-V/def2-TZVPD.

Structure (ORCA input):
```
! wB97M-V def2-TZVPD RIJCOSX def2/J DEFGRID3
* xyz 2 2
W -0.705 -0.167 -0.172
C -0.308 -1.828 6.060
C -0.143 -0.452 6.137
C -0.180 0.321 4.986
C -0.389 -0.289 3.749
C -0.540 -1.674 3.675
C -0.502 -2.440 4.829
P -0.295 0.684 2.237
C -0.886 2.363 2.584
C -1.853 2.612 3.556
C -2.279 3.910 3.794
C -1.755 4.963 3.060
C -0.795 4.720 2.087
C -0.356 3.427 1.851
C 1.366 0.883 1.667
C 2.547 1.224 2.312
C 3.639 1.529 1.522
C 3.513 1.527 0.131
C 2.328 1.167 -0.485
C 1.213 0.800 0.279
H -0.279 -2.425 6.962
H 0.019 0.023 7.095
H -0.046 1.393 5.057
H -0.689 -2.153 2.716
H -0.622 -3.513 4.768
H -2.270 1.801 4.138
H -3.021 4.095 4.560
H -2.086 5.975 3.252
H -0.374 5.540 1.521
H 0.404 3.254 1.100
H 2.606 1.262 3.393
H 4.583 1.801 1.975
H 4.362 1.821 -0.474
H 2.269 1.208 -1.560
Se -0.377 -2.372 -0.160
P -3.076 0.034 0.442
Se -2.409 1.515 -1.004
C -4.261 -1.098 -0.303
C -5.256 -0.639 -1.159
C -6.190 -1.531 -1.662
C -6.124 -2.874 -1.316
C -5.131 -3.331 -0.459
C -4.197 -2.444 0.051
C -3.803 0.589 1.982
C -4.521 1.780 2.049
C -5.189 2.107 3.217
C -5.146 1.247 4.308
C -4.440 0.053 4.235
C -3.771 -0.284 3.068
H -5.304 0.408 -1.436
H -6.968 -1.179 -2.324
H -6.852 -3.569 -1.714
H -5.084 -4.378 -0.190
H -3.418 -2.805 0.714
H -4.549 2.454 1.200
H -5.745 3.033 3.278
H -5.672 1.505 5.217
H -4.414 -0.619 5.083
H -3.230 -1.220 3.010
C 0.891 3.493 -2.527
Si 0.175 2.281 -3.749
C -1.663 2.559 -4.052
C 1.038 2.295 -5.399
Ge 0.130 0.026 -2.702
Si -1.123 -1.607 -4.033
C -1.129 -0.974 -5.795
C -2.886 -1.672 -3.433
C -0.364 -3.307 -3.864
Si 2.538 -0.550 -3.602
C 2.452 -1.130 -5.361
C 2.897 -1.902 -2.360
C 3.749 0.876 -3.512
H 0.635 4.508 -2.842
H 1.979 3.432 -2.471
H 0.491 3.340 -1.522
H -1.783 2.947 -5.067
H -2.069 3.297 -3.359
H -2.273 1.657 -3.973
H 0.905 3.296 -5.823
H 0.566 1.592 -6.088
H 2.108 2.097 -5.366
H -1.588 0.015 -5.858
H -1.733 -1.649 -6.408
H -0.140 -0.921 -6.243
H -3.380 -0.701 -3.486
H -2.982 -2.053 -2.417
H -3.430 -2.354 -4.096
H 0.644 -3.391 -4.261
H -0.995 -4.006 -4.422
H -0.350 -3.651 -2.829
H 1.793 -1.973 -5.542
H 3.473 -1.450 -5.602
H 2.202 -0.321 -6.047
H 2.763 -2.880 -2.825
H 2.274 -1.862 -1.467
H 3.936 -1.807 -2.033
H 4.281 0.936 -4.464
H 4.482 0.678 -2.728
H 3.315 1.857 -3.324
*
```

Calculated values
**HOMO level (alpha / beta)**: -13.21 / -13.49 eV
**⟨S²⟩**: 0.755
**Relative energy (zero: lowest compared OMol25 entry of this formula, charge and spin)**: 0.0 kcal per mole

Results of the Mulliken charge analysis, in e, for atoms 1 through 8:
1. W -1.331
2. C -0.670
3. C -0.802
4. C -0.490
5. C 1.215
6. C -0.548
7. C -0.738
8. P 0.732